Entry 1:
The following is a DFT calculation (ωB97M-V/def2-TZVPD) of C48H35F4N8O9P2Se2Ta as an isolated structure.

Structure (XYZ):
```
109
Properties=species:S:1:pos:R:3:forces:R:3
Ta -1.508682 -0.578330 0.745401 -0.5 0.0 0.1
O -5.519847 3.291010 3.661516 0.1 0.0 0.0
C -4.619044 2.523588 3.024724 -0.2 0.0 0.0
C -3.244578 2.687271 3.175162 0.1 -0.1 -0.1
C -2.416956 1.842687 2.465925 -0.1 0.1 0.1
N -2.895674 0.911717 1.661225 -0.1 0.2 -0.1
C -4.207779 0.741232 1.519189 -0.1 0.1 0.1
C -5.119158 1.524052 2.181568 0.1 0.0 0.0
C -4.524202 -0.389338 0.582717 0.2 -0.1 -0.1
O -5.635027 -0.814947 0.407774 -0.1 0.0 0.0
O -3.421521 -0.827914 0.012501 -0.9 -0.1 0.2
C -0.915171 1.865359 2.453500 0.1 0.0 -0.1
O -0.272401 2.665160 3.085408 0.0 0.1 0.0
O -0.443852 0.948169 1.650876 0.1 -0.1 0.2
H -5.073559 3.950001 4.209173 -0.1 -0.1 0.0
H -2.808972 3.437529 3.820952 0.0 0.0 0.0
H -6.180108 1.362957 2.059221 0.0 0.0 0.0
Se 3.577354 -1.427473 -4.397545 0.0 0.0 0.0
P 3.432411 0.155141 -3.020638 -0.2 -0.1 0.1
C 3.256868 1.751336 -3.880748 0.0 0.1 0.0
C 2.426669 1.816337 -4.999811 0.1 -0.1 0.0
C 2.362808 2.968814 -5.763572 0.0 0.0 0.0
C 3.161634 4.059182 -5.444228 0.0 0.0 0.0
C 4.014347 3.991329 -4.354611 0.0 0.0 0.0
C 4.059350 2.847162 -3.570783 -0.1 0.0 0.0
C 4.821494 0.366941 -1.883498 0.1 0.0 0.0
C 4.686839 1.189662 -0.765132 0.0 0.0 0.0
C 5.749620 1.353600 0.104287 0.0 0.0 0.0
C 6.947917 0.689371 -0.134399 0.0 0.0 0.0
C 7.076652 -0.139570 -1.236405 0.0 0.0 0.0
C 6.012084 -0.305106 -2.113260 0.0 0.1 0.0
C 2.087501 -0.121125 -1.816330 0.3 0.0 -0.3
C 0.814289 0.315122 -1.511624 -0.1 0.2 0.0
N 0.373122 -0.451735 -0.481864 0.6 0.0 0.2
N 1.343310 -1.323024 -0.197387 -0.2 -0.2 0.1
N 2.357215 -1.149900 -0.984222 0.0 0.1 0.1
P -0.180019 1.640077 -2.121029 -0.1 0.0 -0.1
Se -1.993640 1.625145 -0.973013 0.0 -0.2 -0.2
C -0.545384 1.372967 -3.855116 -0.1 -0.1 0.0
C -1.233549 2.343380 -4.584148 0.0 0.0 0.0
C -1.593201 2.088629 -5.894988 0.0 0.0 0.0
C -1.292788 0.859642 -6.472113 0.0 0.0 0.0
C -0.642829 -0.116772 -5.735305 0.0 0.0 0.0
C -0.268338 0.132633 -4.422093 -0.1 0.0 0.0
C 0.725975 3.160240 -1.829269 0.1 0.1 0.1
C 1.013262 4.105055 -2.802952 0.0 0.0 0.1
C 1.680202 5.270266 -2.445494 0.0 0.0 0.0
C 2.068600 5.478117 -1.133588 0.0 0.0 0.0
C 1.788461 4.525046 -0.159004 0.0 0.0 0.0
C 1.110700 3.370359 -0.500020 0.0 0.0 -0.1
H 1.868595 0.941260 -5.299614 0.1 0.0 0.0
H 1.710738 3.002497 -6.626450 0.0 0.0 0.0
H 3.133561 4.950589 -6.056446 0.0 0.0 0.0
H 4.655479 4.828257 -4.112491 0.0 0.0 0.0
H 4.736502 2.810774 -2.730842 0.0 0.0 0.0
H 3.746618 1.692762 -0.567448 0.0 0.0 0.0
H 5.642087 1.987089 0.974372 0.0 0.0 0.0
H 7.777228 0.814065 0.548238 0.0 0.0 0.0
H 8.003572 -0.668925 -1.411320 0.0 0.0 0.0
H 6.092362 -0.960123 -2.971310 0.0 0.0 0.0
H -1.505587 3.286636 -4.128112 0.0 0.0 0.0
H -2.118528 2.842466 -6.464865 0.0 0.0 0.0
H -1.578330 0.662190 -7.496320 0.0 0.0 0.0
H -0.418744 -1.076779 -6.179425 0.0 0.0 0.0
H 0.236121 -0.634360 -3.849478 0.0 0.0 0.0
H 0.749466 3.934642 -3.836120 0.0 0.0 0.0
H 1.907376 6.007313 -3.203555 0.0 0.0 0.0
H 2.593973 6.384288 -0.864185 0.0 0.0 0.0
H 2.087265 4.685850 0.867775 0.0 0.0 0.0
H 0.866678 2.638564 0.263278 0.0 0.0 0.0
N -0.649071 -2.454109 -2.036094 0.0 -0.1 -0.1
N -1.685499 -2.005202 -1.149054 0.1 0.1 -0.4
H -0.976249 -3.291612 -2.514476 0.0 0.1 0.1
H 0.156935 -2.714674 -1.474141 -0.1 0.0 0.0
H -2.134032 -2.780459 -0.663379 -0.1 0.1 -0.2
H -2.402749 -1.535264 -1.698956 0.2 -0.1 0.0
F -7.225783 -0.601017 4.020035 0.0 -0.1 0.0
C -6.775700 -1.727380 3.453405 -0.1 0.0 -0.1
C -5.499370 -2.087994 3.548311 0.1 0.0 0.1
N -5.011041 -3.236397 2.949332 0.0 0.2 0.3
C -3.587355 -3.521098 3.053834 -0.1 -0.2 0.0
C -2.826420 -2.522753 2.222588 0.3 0.1 0.0
O -2.310162 -2.826881 1.131331 0.2 -0.2 0.2
O -2.719304 -1.328791 2.616336 0.1 0.2 0.0
C -5.826754 -4.082809 2.226437 -0.2 0.2 -0.1
O -5.438242 -5.093155 1.692570 0.1 -0.2 -0.1
N -7.146160 -3.670789 2.163445 0.0 -0.1 0.0
C -7.734690 -2.525925 2.694552 0.1 0.0 0.0
O -8.902473 -2.274491 2.537498 -0.1 0.0 0.0
H -4.777467 -1.489994 4.086576 0.0 0.0 0.0
H -3.401557 -4.525323 2.680490 -0.1 0.1 0.0
H -3.285263 -3.445225 4.099769 0.1 0.0 -0.1
H -7.756949 -4.271813 1.623630 0.1 0.1 0.0
F 3.661114 -4.690388 7.785568 0.0 0.0 0.1
C 3.738237 -5.144031 6.525518 -0.1 0.1 -0.1
F 3.379610 -6.442052 6.552578 0.0 -0.1 0.0
F 5.038545 -5.118508 6.177151 0.1 0.0 0.0
C 2.889263 -4.352023 5.571278 0.0 0.0 0.0
C 2.886112 -4.714756 4.229082 0.0 0.0 0.0
C 2.111911 -4.013118 3.326952 0.0 0.0 0.0
C 1.329120 -2.938762 3.759856 0.0 0.1 -0.1
C 1.345887 -2.578563 5.105684 0.0 0.0 0.0
C 2.123688 -3.284133 6.009549 0.0 0.0 0.0
C 0.517909 -2.221870 2.822099 0.0 0.0 0.1
C -0.166992 -1.630144 2.017761 0.3 -0.3 0.1
H 3.492613 -5.544780 3.892599 0.0 0.0 0.0
H 2.106032 -4.281348 2.280541 0.0 0.0 0.0
H 0.747650 -1.741071 5.435122 0.0 0.0 0.0
H 2.135859 -3.001450 7.052056 0.0 0.0 0.0
```
Positions in Å, forces in eV/Å.

- Frontier orbital gap: 0.26642 Ha
- M: 1344.663 g/mol
- Energy above the lowest of the compared OMol25 structures with the same formula, charge and spin: 93.6 kJ/mol
- Energy: -242390.1076 eV
- Multiplicity: 1

***

Entry 2:
The following is a DFT calculation (ωB97M-V/def2-TZVPD) of one molecule with the formula C17H19N3O2 in a non-equilibrium geometry.

Structure (XYZ):
```
41
Properties=species:S:1:pos:R:3:forces:R:3
N 3.564534 1.456850 1.243395 0.2 0.2 0.2
C 2.726135 0.895355 0.693225 0.4 0.2 0.3
C 1.715906 0.192909 0.033384 -1.3 -0.6 0.1
C 0.441450 -0.160119 0.468444 0.7 0.6 0.1
N -0.262075 0.132354 1.581013 -0.3 -0.1 -0.5
C 0.428482 0.732827 2.703474 0.5 0.1 0.1
C 1.247639 -0.291854 3.495522 -0.1 0.1 0.1
C 0.460369 -1.031863 4.583696 -0.1 0.0 -0.1
H 0.976774 -1.971413 4.789770 0.0 0.0 0.1
H 0.483925 -0.444657 5.503878 0.1 0.0 0.1
C -1.009569 -1.327845 4.260630 0.2 -0.2 0.0
H -1.619033 -0.446782 4.473930 -0.1 0.0 0.0
C -1.285033 -1.770862 2.822571 -0.2 0.2 0.1
H -0.477236 -2.409155 2.461059 0.0 -0.1 -0.1
H -2.204722 -2.359141 2.804320 0.0 -0.1 0.0
C -1.482432 -0.590979 1.863665 -0.2 -0.4 0.0
H -2.197082 0.115590 2.299166 0.0 -0.1 -0.1
H -1.889381 -0.948834 0.916849 0.0 0.1 0.1
H -1.343632 -2.112278 4.942850 -0.1 0.1 0.0
H 2.094017 0.215889 3.958560 0.1 0.0 -0.1
H 1.664720 -1.006476 2.782926 0.1 0.0 0.0
H 1.087800 1.510419 2.313610 -0.2 0.0 0.1
H -0.320532 1.206951 3.339820 0.0 0.1 -0.1
O -0.142795 -0.867324 -0.525264 -0.1 0.1 0.3
C 0.793389 -0.914229 -1.531613 0.8 0.3 0.0
N 1.883598 -0.312020 -1.237497 -0.1 -0.5 -0.7
C 0.444853 -1.623100 -2.798282 -0.2 -0.2 0.1
O 0.704341 -0.857389 -3.947612 0.0 0.2 -0.1
C 0.059394 0.338528 -4.108244 -0.1 0.2 -0.2
C -0.974852 0.805182 -3.306951 0.1 -0.3 0.1
C -1.557552 2.032581 -3.580976 0.0 0.1 -0.1
C -1.125904 2.798769 -4.646371 -0.1 0.1 0.1
C -0.099138 2.329012 -5.451074 0.0 -0.1 0.0
C 0.490525 1.110807 -5.186527 0.1 -0.2 0.1
H 1.293002 0.729772 -5.797540 0.1 0.0 -0.1
H 0.245836 2.918507 -6.287342 0.0 0.0 -0.1
H -1.584327 3.754518 -4.849687 0.0 0.1 0.0
H -2.358966 2.386763 -2.948712 -0.1 0.0 0.0
H -1.343205 0.229562 -2.472315 0.0 -0.1 0.1
H -0.607144 -1.937660 -2.746095 0.1 0.0 0.0
H 1.077920 -2.509167 -2.913655 -0.2 0.1 0.1
```
Positions in Å, forces in eV/Å.

- Frontier orbital gap: 0.31695 Ha
- M: 297.358 g/mol
- SMILES: N#Cc1nc(COc2ccccc2)oc1N1CCCCCC1
- Energy above the lowest of the compared OMol25 structures with the same formula, charge and spin: 281.4 kJ/mol
- Energy: -26501.7704 eV
- Multiplicity: 1

***

Entry 3:
The following is a DFT calculation (ωB97M-V/def2-TZVPD) of C5H8N2OS2 as an isolated structure in a non-equilibrium geometry.

Structure (XYZ):
```
18
Properties=species:S:1:pos:R:3:forces:R:3
C -3.591568 0.722096 1.220808 1.0 -1.6 0.8
C -3.048142 -0.276447 0.484784 2.6 -2.1 -0.9
C 1.365333 -1.061404 -0.030537 0.9 -2.3 -0.3
C -0.311939 0.788553 -0.388221 -2.5 1.3 -0.8
C -0.049049 -0.693311 -0.471367 -0.2 0.5 0.7
N -4.711153 1.199988 0.682450 -1.0 1.9 1.4
N -5.048001 0.702407 -0.398691 -1.3 -0.4 -2.2
O -1.451266 -2.878028 0.203170 0.2 0.4 0.5
S -4.005664 -0.503293 -0.917375 0.9 0.1 0.9
S -1.109058 -1.563887 0.775559 -2.6 0.9 -1.7
H -3.330684 0.904690 2.242168 0.2 0.7 0.2
H 1.707515 -0.582743 0.965937 -0.4 -0.7 -1.9
H 1.437776 -2.237990 0.012737 -0.2 2.1 0.5
H 2.007384 -0.913805 -0.946216 -0.1 0.6 1.4
H -0.738001 1.140994 0.611474 1.5 -0.2 -1.1
H -1.192433 1.062731 -1.084067 1.2 -0.6 1.0
H 0.526800 1.303611 -0.874243 0.0 0.3 1.0
H -0.194549 -0.952482 -1.530934 -0.4 -0.8 0.7
```
Positions in Å, forces in eV/Å.

- Frontier orbital gap: 0.33177 Ha
- M: 176.266 g/mol
- Energy above the lowest of the compared OMol25 structures with the same formula, charge and spin: 229.5 kJ/mol
- Energy: -32008.6683 eV
- Multiplicity: 1

***

Look up the M of the second one. 297.358 g/mol

***

Among the records above, which one has the highest M? C48H35F4N8O9P2Se2Ta